Version one
DFT (ωB97M-V/def2-TZVPD) results for a gas-phase ion, C11H19N2O (charge +1).

LUMO energy (eV): -5.36
Molar mass (g mol⁻¹): 195.286
Gap between HOMO and LUMO (eV): 8.13
Spin multiplicity: 1
Structure (SMILES): CC(C)C[C@H](C)COc1ccn[nH+]c1
Net charge: +1

```
33
C11H19N2O, DFT ωB97M-V/def2-TZVPD
C 2.103 -2.716 -2.052
C 1.753 -1.230 -1.678
C 2.551 -0.844 -0.380
C 0.216 -0.918 -1.623
C -0.501 -1.372 -0.299
C -2.019 -1.656 -0.670
C -0.414 -0.333 0.875
O -1.738 0.250 1.229
C -1.509 1.557 1.483
C -1.766 2.618 0.486
C -1.397 3.937 0.989
N -0.884 4.315 2.151
N -0.699 3.358 3.026
C -0.981 2.084 2.722
H 2.065 -3.385 -1.159
H 3.161 -2.737 -2.424
H 1.441 -3.097 -2.862
H 2.175 -0.595 -2.505
H 3.641 -0.986 -0.603
H 2.402 0.244 -0.176
H 2.281 -1.488 0.489
H -0.252 -1.463 -2.484
H 0.071 0.182 -1.762
H -0.063 -2.336 0.050
H -2.554 -2.224 0.123
H -2.020 -2.257 -1.616
H -2.533 -0.698 -0.941
H 0.267 0.520 0.618
H 0.009 -0.832 1.781
H -2.180 2.401 -0.515
H -1.550 4.770 0.263
H -0.297 3.597 3.938
H -0.783 1.336 3.527
```


Version two
DFT (ωB97M-V/def2-TZVPD) results for a gas-phase ion, C11H19N2O (charge +1).

LUMO energy (eV): -2.74
Molar mass (g mol⁻¹): 195.286
Gap between HOMO and LUMO (eV): 8.66
Spin multiplicity: 1
Structure (SMILES): Cc1cc2n(c1C)CC[N@H+](C)[C@]2(C)O
Net charge: +1

```
33
C11H19N2O, DFT ωB97M-V/def2-TZVPD
C -1.297 1.656 -0.296
C -2.470 0.807 -0.152
C -0.285 0.765 -0.137
C -2.123 -0.486 -0.019
C -0.032 -1.701 0.179
C 1.347 -1.412 0.703
C 1.464 0.896 0.088
C -3.867 1.371 0.119
C -2.757 -1.790 0.201
C 2.104 1.964 -0.823
C 3.352 -0.735 -0.433
N -0.735 -0.520 -0.143
N 1.905 -0.515 -0.315
O 1.679 1.229 1.421
H -1.289 2.677 -0.226
H 0.094 -2.239 -0.740
H -0.395 -2.251 1.082
H 1.246 -0.938 1.694
H 1.756 -2.347 0.969
H -3.822 2.017 0.961
H -4.196 1.901 -0.797
H -4.420 0.425 0.239
H -2.415 -2.188 1.137
H -3.891 -1.606 0.249
H -2.472 -2.424 -0.592
H 1.661 1.929 -1.894
H 3.171 1.981 -0.894
H 1.634 2.918 -0.518
H 3.838 0.036 -1.049
H 3.839 -0.810 0.512
H 3.533 -1.667 -0.886
H 1.305 -0.634 -1.141
H 2.537 1.691 1.503
```


Which of them is the least stable? Correct choice: version one.


Version one
DFT (ωB97M-V/def2-TZVPD) results for a single C2H3ClSi molecule.

LUMO energy (eV): 0.68
Molar mass (g mol⁻¹): 90.585
Gap between HOMO and LUMO (eV): 11.31
Spin multiplicity: 1
Structure (SMILES): C#C[SiH2]Cl

```
7
C2H3ClSi, DFT ωB97M-V/def2-TZVPD
C -1.415 1.240 0.490
C -0.513 0.532 0.194
Si 0.874 -0.724 -0.199
Cl 1.480 -0.127 -2.092
H -2.349 1.733 0.915
H 0.201 -1.978 -0.134
H 1.723 -0.676 0.827
```


Version two
DFT (ωB97M-V/def2-TZVPD) results for a single C2H3ClSi molecule.

LUMO energy (eV): -2.08
Molar mass (g mol⁻¹): 90.585
Gap between HOMO and LUMO (eV): 7.21
Spin multiplicity: 1
Structure (SMILES): [SiH3]C#CCl

```
7
C2H3ClSi, DFT ωB97M-V/def2-TZVPD
C 0.286 0.954 -0.250
C 1.161 1.645 0.121
Si -0.996 -0.947 -0.347
Cl 2.555 2.131 0.864
H 0.252 -1.316 -1.139
H -1.957 -0.119 0.511
H -1.302 -2.348 0.240
```


Version three
DFT (ωB97M-V/def2-TZVPD) results for a molecular structure, C2H3ClSi.

LUMO energy (eV): 0.20
Molar mass (g mol⁻¹): 90.585
Gap between HOMO and LUMO (eV): 9.88
Spin multiplicity: 1

```
7
C2H3ClSi, DFT ωB97M-V/def2-TZVPD
C -0.004 -0.838 0.291
C -0.709 0.300 0.594
Si 0.604 0.561 -0.675
Cl -1.854 0.533 1.900
H -0.069 -1.815 0.722
H 1.939 1.062 -0.471
H 0.091 0.198 -2.360
```


Which of them is the least stable? Correct choice: version two.


Version one
DFT (ωB97M-V/def2-TZVPD) results for 2 unconnected molecules or ions with the total composition C6H14.

LUMO energy (eV): 1.16
Molar mass (g mol⁻¹): 86.178
Gap between HOMO and LUMO (eV): 9.62
Spin multiplicity: 1
Structure (SMILES): C/C=C(\C)CC.[H][H]

```
20
C6H14, DFT ωB97M-V/def2-TZVPD
C 2.612 0.047 -0.344
C 1.275 -0.648 -0.386
C 0.089 -0.035 -0.291
C -0.042 1.463 -0.278
C -1.191 -0.852 -0.322
C -2.449 -0.353 0.403
H 2.739 0.647 0.571
H 3.431 -0.677 -0.372
H 2.751 0.726 -1.193
H 1.276 -1.740 -0.413
H 0.538 -0.266 1.540
H 0.055 0.053 2.033
H -0.881 1.830 0.326
H 0.866 1.967 0.067
H -0.223 1.755 -1.318
H -0.969 -1.866 0.029
H -1.421 -0.935 -1.387
H -2.793 0.615 0.023
H -3.269 -1.065 0.235
H -2.304 -0.268 1.485
```


Version two
DFT (ωB97M-V/def2-TZVPD) results for a single C6H14 molecule.

LUMO energy (eV): 1.17
Molar mass (g mol⁻¹): 86.178
Gap between HOMO and LUMO (eV): 11.29
Spin multiplicity: 1
Structure (SMILES): CCCC(C)C

```
20
C6H14, DFT ωB97M-V/def2-TZVPD
C -0.394 1.633 -1.834
C 0.185 0.157 -1.736
C -0.428 -0.406 -0.422
C 0.119 -0.017 0.930
C -0.916 -0.474 2.001
C 1.512 -0.676 0.873
H -0.762 2.047 -0.847
H 0.482 2.279 -2.116
H -1.394 1.788 -2.387
H 1.267 0.118 -1.861
H -0.109 -0.731 -2.443
H -0.427 -1.580 -0.484
H -1.575 -0.309 -0.346
H 0.416 1.045 1.067
H -0.533 -0.869 2.951
H -1.455 -1.278 1.601
H -1.600 0.206 2.468
H 2.317 -0.261 0.287
H 1.842 -0.872 1.857
H 1.452 -1.798 0.442
```


Which of them is the least stable? Correct choice: version two.


Version one
DFT (ωB97M-V/def2-TZVPD) results for 2 unconnected molecules or ions with the total composition C6H14.

LUMO energy (eV): 1.14
Molar mass (g mol⁻¹): 86.178
Gap between HOMO and LUMO (eV): 10.49
Spin multiplicity: 1
Structure (SMILES): C=CC.CCC

```
20
C6H14, DFT ωB97M-V/def2-TZVPD
C 3.108 -0.738 0.257
C 1.837 0.051 0.324
C 1.896 1.191 -0.815
H 3.871 0.023 0.304
H 3.443 -1.512 1.025
H 3.197 -1.166 -0.783
H 0.933 -0.705 0.147
H 1.616 0.505 1.378
H 0.924 1.619 -0.699
H 2.031 0.847 -1.837
H 2.820 1.931 -0.733
C -1.874 0.568 0.901
C -2.672 -0.579 0.352
C -3.017 -0.753 -0.981
H -1.214 1.108 0.049
H -1.275 0.391 1.691
H -2.553 1.413 1.114
H -3.236 -1.162 1.133
H -3.533 -1.691 -1.270
H -2.699 -0.037 -1.740
```


Version two
DFT (ωB97M-V/def2-TZVPD) results for 2 unconnected molecules or ions with the total composition C6H14.

LUMO energy (eV): 0.92
Molar mass (g mol⁻¹): 86.178
Gap between HOMO and LUMO (eV): 7.36
Spin multiplicity: 1

```
20
C6H14, DFT ωB97M-V/def2-TZVPD
C 0.250 2.191 1.254
C 0.790 0.743 1.468
C 0.065 -0.352 0.768
C 0.098 -0.358 -0.579
C -0.910 -0.613 -1.587
C 0.322 -1.987 -1.341
H 1.074 2.893 1.306
H -0.404 2.479 2.075
H -0.194 2.255 0.267
H 1.856 0.722 1.214
H 0.762 0.601 2.549
H -2.396 0.921 0.886
H -0.821 -0.806 1.196
H 0.924 0.244 -0.939
H -1.802 -1.164 -1.411
H -2.846 1.391 0.510
H -0.684 -0.077 -2.488
H -0.398 -2.777 -1.170
H 1.172 -2.275 -0.763
H 0.617 -2.068 -2.377
```


Which of them is the least stable? Correct choice: version two.


Version one
DFT (ωB97M-V/def2-TZVPD) results for 2 unconnected molecules or ions with the total composition C6H14.

LUMO energy (eV): 1.02
Molar mass (g mol⁻¹): 86.178
Gap between HOMO and LUMO (eV): 9.75
Spin multiplicity: 1
Structure (SMILES): C=CC.CCC

```
20
C6H14, DFT ωB97M-V/def2-TZVPD
C -1.292 1.072 1.229
C -2.383 0.027 0.994
C -3.763 0.474 1.477
H -1.300 1.473 2.246
H -0.309 0.648 1.035
H -1.488 1.945 0.601
H -2.357 -0.190 -0.075
H -2.039 -0.905 1.455
H -3.842 0.632 2.548
H -4.638 0.034 1.007
H -3.756 1.467 1.008
C 4.019 -0.208 -1.695
C 2.507 -0.419 -1.539
C 1.954 -1.613 -1.284
H 4.452 -1.180 -1.455
H 4.430 0.580 -1.088
H 4.297 -0.163 -2.757
H 2.047 0.536 -1.288
H 1.269 -1.778 -0.459
H 2.191 -2.433 -1.959
```


Version two
DFT (ωB97M-V/def2-TZVPD) results for 2 unconnected molecules or ions with the total composition C6H14.

LUMO energy (eV): 0.56
Molar mass (g mol⁻¹): 86.178
Gap between HOMO and LUMO (eV): 8.68
Spin multiplicity: 1

```
20
C6H14, DFT ωB97M-V/def2-TZVPD
C -0.207 -2.044 1.966
C -0.530 -0.746 1.231
C 0.681 -0.182 0.485
C 0.618 1.238 0.078
C 1.545 1.564 -1.040
C -1.504 0.810 -1.739
H 0.163 -2.811 1.275
H -1.088 -2.453 2.472
H 0.568 -1.883 2.725
H -1.339 -0.923 0.511
H -0.899 0.014 1.929
H 1.041 -0.895 -0.283
H 1.518 -0.079 1.210
H -1.111 1.309 -0.843
H 1.126 2.344 -1.687
H 2.399 2.050 -0.543
H 1.925 0.733 -1.657
H -1.489 1.521 -2.568
H -0.892 -0.061 -1.993
H -2.527 0.494 -1.530
```


Version three
DFT (ωB97M-V/def2-TZVPD) results for a single C6H14 molecule.

LUMO energy (eV): 1.22
Molar mass (g mol⁻¹): 86.178
Gap between HOMO and LUMO (eV): 11.98
Spin multiplicity: 1
Structure (SMILES): CCCCCC

```
20
C6H14, DFT ωB97M-V/def2-TZVPD
C 0.843 -2.360 0.864
C 1.379 -0.990 0.355
C 0.521 -0.398 -0.752
C -0.924 -0.051 -0.331
C -1.115 1.314 0.360
C -0.659 2.473 -0.509
H 1.480 -3.145 0.443
H 0.765 -2.543 1.934
H -0.122 -2.579 0.423
H 1.454 -0.278 1.183
H 2.361 -1.180 -0.048
H 0.984 0.544 -1.059
H 0.497 -1.015 -1.653
H -1.245 -0.803 0.395
H -1.560 -0.082 -1.216
H -2.207 1.350 0.479
H -0.701 1.336 1.362
H -1.143 2.386 -1.489
H 0.419 2.563 -0.539
H -1.027 3.454 -0.202
```


Version four
DFT (ωB97M-V/def2-TZVPD) results for 2 unconnected molecules or ions with the total composition C6H14.

LUMO energy (eV): 1.29
Molar mass (g mol⁻¹): 86.178
Gap between HOMO and LUMO (eV): 10.86
Spin multiplicity: 1
Structure (SMILES): C=CCCCC.[H][H]

```
20
C6H14, DFT ωB97M-V/def2-TZVPD
C 0.121 -1.621 -2.791
C 0.335 -0.610 -1.953
C 0.507 -0.748 -0.462
C 0.047 0.455 0.369
C 0.491 0.336 1.828
C 0.171 1.569 2.669
H 0.046 -1.469 -3.865
H 0.014 -2.645 -2.435
H -2.219 -0.341 -1.970
H 0.431 0.399 -2.358
H -2.812 0.018 -1.702
H 1.577 -0.900 -0.263
H 0.000 -1.658 -0.116
H -1.046 0.562 0.318
H 0.466 1.378 -0.059
H 0.026 -0.551 2.280
H 1.575 0.155 1.851
H 0.648 2.463 2.250
H 0.529 1.450 3.698
H -0.908 1.756 2.711
```


Which of them is the least stable? Correct choice: version two.


Version one
DFT (ωB97M-V/def2-TZVPD) results for a single C4H4FN molecule.

LUMO energy (eV): 0.74
Molar mass (g mol⁻¹): 85.081
Gap between HOMO and LUMO (eV): 11.09
Spin multiplicity: 1
Structure (SMILES): C=C(F)CC#N

```
10
C4H4FN, DFT ωB97M-V/def2-TZVPD
C -0.845 0.381 1.362
C -0.349 -0.346 -1.430
C 0.560 0.089 -0.589
C 0.448 -0.067 0.928
N -1.821 0.814 1.808
F 1.664 0.748 -1.051
H -0.246 -0.210 -2.460
H -1.260 -0.852 -1.004
H 1.193 0.572 1.415
H 0.656 -1.130 1.020
```


Version two
DFT (ωB97M-V/def2-TZVPD) results for a molecular structure, C4H4FN.

LUMO energy (spin up / spin down) (eV): -0.05 / -0.09
Molar mass (g mol⁻¹): 85.081
Gap between HOMO and LUMO (spin up / spin down) (eV): 8.75 / 8.10
Spin multiplicity: 1

```
10
C4H4FN, DFT ωB97M-V/def2-TZVPD
C -1.245 -1.157 0.209
C 0.420 -0.226 -0.091
C 1.841 0.722 -0.201
C -0.983 0.271 -0.183
N 0.042 -1.462 0.347
F 3.014 0.149 0.058
H -2.117 -1.654 0.313
H 1.643 1.744 0.082
H -1.386 0.705 -1.070
H -1.229 0.910 0.538
```


Which of them is the least stable? Correct choice: version two.